{
  "formula": "C32H33F10N5O5SSc",
  "method": "ωB97M-V/def2-TZVPD",
  "species": ["Sc", "C", "N", "C", "C", "N", "C", "C", "F", "C", "F", "C", "F", "C", "F", "C", "F", "C", "C", "N", "C", "C", "F", "C", "F", "C", "F", "C", "F", "C", "F", "H", "H", "H", "H", "H", "H", "H", "H", "H", "H", "H", "C", "C", "C", "O", "C", "O", "O", "H", "H", "H", "H", "H", "H", "H", "N", "C", "N", "S", "H", "H", "H", "H", "C", "C", "C", "C", "C", "C", "C", "C", "C", "C", "O", "O", "H", "H", "H", "H", "H", "H", "H", "H", "H", "H", "H"],
  "coordinates": [[0.84, 0.23, 0.54], [0.20, 0.20, 3.72], [1.28, -0.18, 2.79], [1.54, -1.64, 2.87], [0.56, -2.40, 1.98], [0.69, -1.95, 0.61], [0.59, -2.85, -0.40], [1.06, -4.18, -0.43], [1.71, -4.70, 0.64], [0.93, -5.00, -1.54], [1.39, -6.26, -1.47], [0.35, -4.55, -2.70], [0.23, -5.35, -3.77], [-0.11, -3.24, -2.74], [-0.70, -2.77, -3.84], [0.00, -2.45, -1.62], [-0.52, -1.20, -1.68], [2.47, 0.62, 3.10], [3.61, 0.35, 2.13], [3.06, 0.16, 0.79], [3.89, -0.31, -0.15], [3.33, -0.66, -1.40], [1.99, -0.44, -1.52], [4.01, -1.17, -2.48], [3.35, -1.47, -3.60], [5.37, -1.38, -2.38], [6.07, -1.88, -3.42], [5.99, -1.04, -1.20], [7.32, -1.21, -1.08], [5.29, -0.52, -0.12], [6.03, -0.18, 0.96], [0.53, 0.03, 4.76], [-0.69, -0.38, 3.51], [-0.03, 1.25, 3.58], [1.48, -1.97, 3.91], [2.54, -1.83, 2.49], [-0.47, -2.20, 2.34], [0.74, -3.47, 2.12], [2.80, 0.44, 4.13], [2.16, 1.67, 3.01], [4.16, -0.54, 2.45], [4.31, 1.19, 2.19], [-0.62, 3.56, -2.04], [0.47, 2.79, -1.33], [1.83, 2.91, -2.01], [0.11, 1.39, -1.25], [0.64, 3.24, 0.14], [0.51, 4.41, 0.43], [0.97, 2.28, 0.93], [-0.67, 3.26, -3.09], [-0.40, 4.62, -1.99], [-1.58, 3.37, -1.57], [1.78, 2.52, -3.03], [2.58, 2.35, -1.45], [2.13, 3.95, -2.05], [-0.04, 1.01, -2.12], [-2.68, -3.37, 1.18], [-2.72, -4.17, 0.10], [-2.17, -5.41, 0.28], [-3.46, -3.77, -1.34], [-2.17, -3.67, 1.99], [-2.91, -2.37, 1.12], [-1.39, -5.49, 0.92], [-2.06, -5.93, -0.57], [-4.59, 5.06, -1.41], [-4.04, 3.82, -0.75], [-4.17, 2.58, -1.35], [-3.64, 1.43, -0.77], [-3.83, 0.09, -1.42], [-2.95, 1.55, 0.44], [-2.80, 2.79, 1.06], [-2.08, 2.92, 2.37], [-3.35, 3.91, 0.46], [-2.38, 0.31, 1.09], [-3.14, -0.56, 1.50], [-1.10, 0.26, 1.19], [-5.20, 4.81, -2.27], [-3.78, 5.71, -1.75], [-5.20, 5.64, -0.71], [-4.70, 2.49, -2.29], [-4.23, 0.20, -2.43], [-4.51, -0.54, -0.85], [-2.90, -0.47, -1.49], [-2.37, 2.12, 3.06], [-2.31, 3.88, 2.84], [-1.00, 2.86, 2.23], [-3.23, 4.88, 0.94]],
  "relative_energy_kcal_mol": 5.3,
  "total_charge": -1,
  "e_lumo_ev": 2.29
}